DFT (wB97M-V/def2-TZVPD) results for a structure of composition C4H6AsCa2F6NO6 at a distorted geometry.

Geometry as XYZ:
```
26
Properties=species:S:1:pos:R:3
Ca 4.565 1.234 0.380
Ca 1.684 2.378 -4.595
As 2.956 6.000 -0.687
F 1.382 5.931 0.118
F 3.303 4.288 -0.004
F 4.618 5.875 -1.455
F 2.535 7.568 -1.351
F 3.619 6.933 0.734
F 2.300 5.156 -2.140
N 0.181 1.045 -0.826
O -0.797 0.395 -0.505
O 1.263 0.839 -0.326
O 0.096 1.854 -1.721
C -0.467 -3.848 1.259
C -1.977 -4.247 1.107
C -2.977 -3.328 1.687
O -3.903 -3.170 0.615
C -3.594 -3.933 -0.389
O -3.999 -3.819 -1.545
O -2.513 -4.530 -0.134
H 0.069 -3.873 2.208
H -0.276 -2.921 0.719
H 0.151 -4.590 0.755
H -2.049 -5.217 1.598
H -2.669 -2.312 1.932
H -3.502 -3.708 2.563
```

Its frontier orbital gap is 0.09520 hartree. As for the LUMO energy: -10.747 eV. The charge is +2. Its HOMO energy is -0.490 Eh. The calculation puts the total energy at -132018.088 eV.